*i*
A molecular structure, C5H12Cl2Si. Source: OMol25; level of theory: ωB97M-V/def2-TZVPD.

Results
Frontier orbital gap ... 9.90 eV
HOMO energy ... -9.777 eV

The geometry in ORCA input format:
```
! wB97M-V def2-TZVPD RIJCOSX def2/J DEFGRID3
* xyz 0 1
C 0.79 1.43 0.35
C 0.27 -0.30 2.10
C 1.49 -0.84 -0.07
C -1.40 -0.08 -2.28
C 0.32 -0.05 0.54
Si -1.25 -0.49 -0.46
Cl -2.11 -2.27 0.03
Cl -2.79 1.43 0.73
H 0.06 2.01 0.94
H 1.71 1.62 0.75
H 0.89 1.63 -0.63
H 1.26 0.00 2.35
H 0.28 -1.38 2.19
H -0.62 0.32 2.39
H 1.26 -1.28 -1.00
H 2.41 -0.18 -0.30
H 1.79 -1.66 0.67
H -2.27 0.70 -2.52
H -0.61 0.35 -2.75
H -1.48 -0.97 -3.04
*
```

=====

*ii*
2 unconnected molecules or ions with the total composition C5H12Cl2Si. Source: OMol25; level of theory: ωB97M-V/def2-TZVPD.

Results
Frontier orbital gap (alpha / beta) ... 8.59 / 8.26 eV
HOMO energy (alpha / beta) ... -8.699 / -8.002 eV

The geometry in ORCA input format:
```
! wB97M-V def2-TZVPD RIJCOSX def2/J DEFGRID3
* xyz 0 1
C 2.14 -0.13 0.72
C -0.39 -2.50 1.34
C 0.28 1.61 -1.97
C -2.17 0.81 -0.13
C 0.71 0.28 0.79
Si -0.42 0.35 -0.70
Cl 0.27 1.11 2.23
Cl -0.39 -1.42 -1.71
H 2.43 -0.77 1.55
H 2.79 0.75 0.74
H 2.31 -0.66 -0.21
H 0.32 -2.99 0.72
H -1.41 -2.43 1.03
H -0.15 -2.31 2.37
H -0.34 1.65 -2.87
H 0.34 2.61 -1.56
H 1.28 1.31 -2.28
H -2.22 1.86 0.12
H -2.90 0.62 -0.91
H -2.46 0.24 0.74
*
```

=====

Which structure wins on stability? *i* wins.

=====

*i*
A single C4H6ClN molecule. Source: OMol25; level of theory: ωB97M-V/def2-TZVPD.

Results
Structure (SMILES) ... C#C[C@H](N)CCl
Frontier orbital gap ... 10.47 eV
HOMO energy ... -9.644 eV

The geometry in ORCA input format:
```
! wB97M-V def2-TZVPD RIJCOSX def2/J DEFGRID3
* xyz 0 1
C 0.68 2.32 -0.45
C 0.38 1.21 -0.04
C 0.01 -0.13 0.44
N 1.12 -1.04 0.29
C -1.21 -0.66 -0.28
Cl -1.05 -0.85 -2.05
H 0.88 3.31 -0.79
H -0.26 0.01 1.48
H 2.03 -0.68 0.65
H 0.94 -1.93 0.73
H -2.04 0.05 -0.09
H -1.50 -1.62 0.11
*
```

=====

*ii*
A single C4H6ClN molecule. Source: OMol25; level of theory: ωB97M-V/def2-TZVPD.

Results
Structure (SMILES) ... CC1=C(C)N1Cl
Frontier orbital gap ... 9.12 eV
HOMO energy ... -8.351 eV

The geometry in ORCA input format:
```
! wB97M-V def2-TZVPD RIJCOSX def2/J DEFGRID3
* xyz 0 1
C 0.82 -1.87 0.36
C 0.38 -0.56 -0.11
C -0.40 0.45 -0.33
C -1.47 1.49 -0.01
N 0.93 0.38 -0.98
Cl 2.17 1.46 -0.21
H 1.85 -1.82 0.24
H 0.41 -2.75 -0.31
H 0.52 -2.14 1.41
H -1.86 1.49 0.95
H -2.25 1.26 -0.73
H -1.10 2.61 -0.28
*
```

=====

Which structure wins on stability? *i* wins.

=====

*i*
11 unconnected molecules or ions with the total composition C44H77N11. Source: OMol25; level of theory: ωB97M-V/def2-TZVPD.

Results
Frontier orbital gap (alpha / beta) ... 9.60 / 2.32 eV
HOMO energy (alpha / beta) ... -12.850 / -12.850 eV

The geometry in ORCA input format:
```
! wB97M-V def2-TZVPD RIJCOSX def2/J DEFGRID3
* xyz 1 2
C -1.60 1.80 -6.23
C -0.42 2.62 -6.67
C 0.06 3.63 -5.61
C 0.16 3.19 -4.14
N 0.21 2.94 -3.03
H -2.26 2.43 -5.63
H -1.10 0.99 -5.69
H -2.13 1.19 -6.97
H -0.71 3.09 -7.61
H 0.38 1.92 -6.89
H -0.67 4.44 -5.61
H 1.04 4.00 -5.88
C 4.72 -1.37 -0.74
C 5.16 -0.63 0.56
C 6.61 -0.15 0.48
C 7.70 -1.14 0.75
N 8.57 -1.90 0.95
H 3.70 -1.74 -0.66
H 5.43 -2.18 -0.87
H 4.85 -0.70 -1.59
H 5.26 -1.29 1.42
H 4.46 0.17 0.78
H 6.96 0.53 1.25
H 6.77 0.23 -0.53
C -3.53 3.12 -0.40
C -3.98 4.16 -1.42
C -4.59 5.37 -0.67
C -5.28 6.37 -1.45
N -5.84 7.24 -2.00
H -4.07 3.15 0.54
H -2.47 3.07 -0.13
H -3.84 2.16 -0.80
H -4.74 3.69 -2.05
H -3.23 4.50 -2.13
H -3.86 5.83 0.00
H -5.37 4.90 -0.07
C -0.61 -4.94 2.61
C -0.63 -6.49 2.56
C 0.11 -7.31 3.61
C -0.79 -7.33 4.80
N -1.53 -7.23 5.72
H -0.97 -4.64 1.63
H 0.35 -4.43 2.61
H -1.39 -4.49 3.23
H -0.26 -6.84 1.59
H -1.67 -6.82 2.55
H 1.07 -6.88 3.90
H 0.04 -8.40 3.55
C 0.88 -1.13 1.23
C 0.34 -0.46 -0.02
C 0.01 1.12 0.16
C 1.12 1.96 0.50
N 1.97 2.65 0.90
H 0.71 -2.21 1.19
H 0.48 -0.70 2.16
H 1.94 -0.97 1.43
H -0.57 -1.00 -0.29
H 1.00 -0.53 -0.88
H -0.59 1.23 1.06
H -0.49 1.49 -0.74
C -2.43 -0.67 5.95
C -2.57 -1.05 4.46
C -2.99 -2.50 4.16
C -4.32 -2.88 4.65
N -5.36 -3.13 5.02
H -2.13 0.37 6.05
H -1.79 -1.31 6.55
H -3.37 -0.74 6.50
H -1.62 -0.86 3.95
H -3.34 -0.45 3.99
H -2.30 -3.20 4.64
H -3.10 -2.69 3.10
C -1.07 -3.89 -2.19
C -2.14 -3.23 -1.27
C -3.40 -4.14 -1.21
C -3.32 -5.63 -0.93
N -3.19 -6.77 -0.71
H -0.14 -3.33 -2.22
H -1.31 -4.10 -3.23
H -0.84 -4.80 -1.64
H -2.34 -2.22 -1.61
H -1.62 -3.09 -0.32
H -3.98 -3.92 -2.11
H -3.99 -3.78 -0.37
C 3.21 -2.56 -4.30
C 1.84 -1.96 -3.82
C 1.23 -0.81 -4.63
C 1.97 0.41 -4.51
N 2.54 1.36 -4.35
H 3.87 -1.70 -4.21
H 3.22 -2.88 -5.34
H 3.66 -3.39 -3.75
H 1.93 -1.76 -2.75
H 1.24 -2.86 -3.89
H 0.16 -0.72 -4.46
H 1.24 -0.98 -5.71
C 4.57 5.37 0.17
C 4.78 4.80 -1.25
C 5.56 3.46 -1.36
C 6.91 3.46 -0.97
N 7.99 3.46 -0.68
H 4.09 6.35 0.19
H 5.55 5.45 0.63
H 3.84 4.75 0.69
H 5.33 5.47 -1.90
H 3.81 4.67 -1.73
H 5.48 3.18 -2.41
H 5.11 2.71 -0.71
C 2.38 4.38 4.25
C 3.01 3.21 5.08
C 2.85 1.84 4.38
C 1.41 1.68 3.97
N 0.29 1.59 3.73
H 1.33 4.20 4.02
H 2.95 4.49 3.33
H 2.33 5.39 4.66
H 2.68 3.25 6.12
H 4.08 3.40 5.23
H 3.11 0.96 4.97
H 3.51 1.79 3.51
C -6.58 -0.45 1.17
C -6.46 -0.30 -0.36
C -5.14 -0.48 -1.04
C -3.95 -0.35 -0.15
N -3.00 -0.20 0.54
H -6.35 -1.47 1.50
H -7.61 -0.33 1.52
H -5.97 0.26 1.72
H -6.63 0.76 -0.53
H -7.32 -0.74 -0.86
H -5.02 0.08 -1.96
H -5.20 -1.55 -1.28
*
```

=====

*ii*
11 unconnected molecules or ions with the total composition C44H77N11. Source: OMol25; level of theory: ωB97M-V/def2-TZVPD.

Results
Frontier orbital gap (alpha / beta) ... 10.33 / 2.15 eV
HOMO energy (alpha / beta) ... -12.344 / -12.344 eV

The geometry in ORCA input format:
```
! wB97M-V def2-TZVPD RIJCOSX def2/J DEFGRID3
* xyz 1 2
C 0.38 -4.68 2.09
C 0.01 -5.74 3.17
C -1.47 -6.21 3.22
C -2.53 -5.25 3.62
N -3.40 -4.49 3.91
H -0.13 -4.98 1.17
H 1.40 -4.74 1.72
H 0.26 -3.63 2.37
H 0.28 -5.28 4.12
H 0.59 -6.63 2.94
H -1.62 -7.04 3.90
H -1.81 -6.57 2.25
C -1.13 1.16 6.15
C -0.27 1.47 4.95
C 0.11 0.24 4.13
C -1.06 -0.71 3.82
N -1.96 -1.42 3.67
H -2.02 0.60 5.87
H -1.48 2.03 6.70
H -0.53 0.57 6.85
H 0.62 2.00 5.30
H -0.83 2.19 4.35
H 0.80 -0.36 4.71
H 0.69 0.48 3.24
C 2.15 4.20 -2.41
C 3.69 4.06 -2.37
C 4.47 5.35 -2.83
C 3.98 5.66 -4.15
N 3.53 5.99 -5.14
H 1.63 3.53 -1.72
H 1.68 4.29 -3.39
H 1.92 5.18 -1.98
H 3.89 3.07 -2.77
H 3.86 3.99 -1.29
H 5.51 5.05 -2.91
H 4.29 6.19 -2.17
C 6.15 -2.85 -0.86
C 6.90 -1.44 -0.86
C 6.23 -0.33 -1.69
C 6.02 -0.67 -3.08
N 5.81 -0.96 -4.18
H 6.71 -3.52 -0.20
H 6.12 -3.16 -1.90
H 5.12 -2.84 -0.51
H 7.89 -1.59 -1.29
H 7.12 -1.17 0.17
H 6.83 0.59 -1.69
H 5.26 -0.08 -1.28
C -2.05 3.32 -1.32
C -3.58 3.64 -1.28
C -3.98 4.85 -2.12
C -3.75 4.80 -3.57
N -3.49 4.75 -4.68
H -1.70 2.75 -2.18
H -1.77 2.84 -0.38
H -1.37 4.17 -1.45
H -3.83 3.79 -0.22
H -4.19 2.79 -1.60
H -3.51 5.72 -1.66
H -5.07 4.94 -2.12
C -0.44 1.28 -4.48
C -1.62 1.12 -5.46
C -1.91 -0.35 -5.77
C -2.29 -1.19 -4.67
N -2.56 -1.90 -3.81
H -0.58 0.62 -3.62
H -0.31 2.29 -4.09
H 0.42 0.95 -5.06
H -1.49 1.70 -6.37
H -2.49 1.60 -5.00
H -1.08 -0.76 -6.35
H -2.71 -0.47 -6.51
C -1.40 -0.62 0.55
C -0.49 -0.20 -0.57
C 0.89 0.25 -0.07
C 1.90 0.50 -1.13
N 2.70 0.73 -1.92
H -2.13 -1.31 0.13
H -1.93 0.21 1.01
H -0.78 -1.20 1.23
H -0.95 0.63 -1.12
H -0.33 -1.06 -1.22
H 1.20 -0.58 0.57
H 0.80 1.08 0.63
C 3.64 -4.39 3.89
C 4.90 -3.60 3.68
C 4.78 -2.58 2.62
C 3.54 -1.81 2.63
N 2.59 -1.13 2.56
H 3.52 -5.08 3.05
H 2.80 -3.76 4.17
H 3.83 -5.08 4.71
H 5.77 -4.23 3.50
H 5.11 -3.02 4.59
H 4.78 -3.17 1.71
H 5.59 -1.85 2.54
C -4.54 -0.60 -0.45
C -4.93 0.39 0.67
C -6.01 -0.14 1.59
C -5.67 -1.38 2.19
N -5.42 -2.39 2.74
H -3.90 -0.19 -1.23
H -5.49 -0.90 -0.89
H -4.11 -1.56 -0.16
H -5.13 1.36 0.20
H -4.08 0.58 1.32
H -6.92 -0.28 1.01
H -6.20 0.61 2.35
C 0.83 -3.91 -3.81
C 1.30 -2.50 -4.22
C 2.81 -2.44 -4.16
C 3.55 -3.43 -4.97
N 4.15 -4.22 -5.56
H 1.17 -4.16 -2.81
H 1.14 -4.68 -4.52
H -0.25 -3.97 -3.67
H 0.91 -1.77 -3.50
H 0.92 -2.17 -5.20
H 3.04 -2.59 -3.11
H 3.22 -1.48 -4.48
C -6.12 3.60 3.68
C -5.15 4.75 3.47
C -3.73 4.31 3.95
C -3.13 3.34 3.08
N -2.62 2.55 2.38
H -6.97 3.71 3.00
H -6.39 3.53 4.73
H -5.69 2.64 3.39
H -5.52 5.61 4.04
H -5.02 5.03 2.43
H -3.63 4.08 5.01
H -3.04 5.13 3.79
*
```

=====

Which structure wins on stability? *ii* wins.

=====

*i*
A molecular structure, C8H13N. Source: OMol25; level of theory: ωB97M-V/def2-TZVPD.

Results
Frontier orbital gap ... 8.89 eV
HOMO energy ... -8.220 eV

The geometry in ORCA input format:
```
! wB97M-V def2-TZVPD RIJCOSX def2/J DEFGRID3
* xyz 0 1
C -0.09 -2.50 0.82
C 0.58 -1.42 1.18
C -0.32 -0.70 -0.03
C 1.75 -1.13 1.99
C -0.39 1.77 0.47
C -1.88 0.69 -1.41
C 0.66 0.79 -1.63
C -0.57 0.65 -0.63
N -0.87 -1.82 -0.35
H -0.32 -3.51 1.11
H 1.67 -0.17 2.54
H 2.81 -1.19 1.46
H 1.90 -1.91 2.73
H -1.25 2.32 0.49
H -0.31 1.21 1.36
H 0.49 2.27 0.23
H -2.71 0.50 -0.73
H -2.13 -0.15 -2.12
H -2.05 1.63 -1.89
H 0.70 1.86 -2.10
H 0.72 0.05 -2.46
H 1.62 0.77 -1.04
*
```

=====

*ii*
2 unconnected molecules or ions with the total composition C8H13N. Source: OMol25; level of theory: ωB97M-V/def2-TZVPD.

Results
Frontier orbital gap ... 8.22 eV
HOMO energy ... -7.185 eV

The geometry in ORCA input format:
```
! wB97M-V def2-TZVPD RIJCOSX def2/J DEFGRID3
* xyz 0 1
C -1.86 1.12 -1.33
C -1.52 1.68 -0.20
C -3.23 -0.68 0.82
C -1.49 0.24 -0.21
C 1.46 0.85 1.18
C 2.11 -0.66 -0.63
C -0.23 -0.59 0.15
C 0.99 0.26 -0.11
N -4.22 -0.74 0.06
H -2.18 1.22 -2.39
H -1.16 2.39 0.43
H -3.10 -0.69 1.93
H 0.73 1.59 1.52
H 2.28 1.43 0.93
H 1.62 0.23 2.14
H 2.94 -0.28 -1.17
H 1.64 -1.32 -1.38
H 2.50 -1.30 0.20
H -0.18 -0.84 1.14
H -0.10 -1.42 -0.49
H 0.69 0.97 -0.85
H -5.17 -0.94 0.36
*
```

=====

Which structure wins on stability? *i* wins.